No. 1
2 unconnected molecules or ions with the total composition C16H17NO, computed with ωB97M-V with the def2-TZVPD basis set.

As for the highest occupied orbital energy: -7.60 eV. For the energy, the calculation gives -20402.602 eV. For the gap between HOMO and LUMO, the calculation gives 8.33 eV. Its SMILES is Cc1c[nH]c2ccccc12.Cc1ccc(O)cc1.

The geometry in ORCA input format:
```
! RIJCOSX wB97M-V def2-TZVPD def2/J DEFGRID3
* xyz 0 1
O 2.9423 -2.3573 0.7380
N -2.2649 2.1447 1.0210
C 2.2028 -1.7981 -1.4793
C -1.2321 2.0791 1.9498
C -3.2838 -0.7976 -1.0432
C -3.3733 0.5085 -0.6660
C 1.9858 0.8838 -0.3811
C 1.9015 0.6610 -1.7780
C -2.3894 -1.7288 -0.4972
C -1.3869 -1.2855 0.3930
C 0.2781 0.1669 2.7607
C 2.3627 -0.1378 0.4290
C 2.4414 -1.4729 -0.1418
C -2.4177 0.8583 0.3188
C 1.9511 -0.6441 -2.2098
C 1.5702 1.8948 -2.5361
C -1.4020 0.0495 0.8399
C -0.7535 0.7587 1.9210
H 2.7050 -0.0411 1.4696
H 1.6591 -0.7760 -3.2126
H 1.1943 0.6059 2.7987
H -1.1352 3.0438 2.4739
H -4.1217 -1.0438 -1.6284
H 1.9523 1.8748 -0.0233
H 1.8210 2.1007 -3.6280
H -0.5684 -1.8473 0.6340
H 2.4113 -2.8492 -1.7249
H 2.4103 -2.4289 1.6048
H -0.1192 0.2930 3.8342
H -4.1774 1.1461 -0.9066
H 1.7732 2.7546 -1.9081
H -2.5065 -2.6621 -0.9083
H 0.6454 -0.8266 2.6563
H 0.4479 1.6320 -2.7386
H -2.8053 2.8962 0.8774
*
```

---

No. 2
4 unconnected molecules or ions with the total composition C4H18N3O3, computed with ωB97M-V with the def2-TZVPD basis set.

As for the highest occupied orbital energy: -13.68 eV. For the energy, the calculation gives -15047.893 eV. For the gap between HOMO and LUMO, the calculation gives 11.03 eV.

The geometry in ORCA input format:
```
! RIJCOSX wB97M-V def2-TZVPD def2/J DEFGRID3
* xyz 1 1
O -2.7255 -0.6590 2.0560
O 0.4357 -3.7962 1.4718
O -3.2026 -1.0823 -1.9514
N -1.0033 0.0430 -0.0133
N 1.2815 -0.2402 -0.2828
N -0.1888 -2.0015 -0.5922
C 1.7509 1.0344 0.2483
C 2.0505 3.5072 -0.3332
C 0.0519 -0.7451 -0.2459
C 2.1326 2.0567 -0.8500
H -0.8563 1.0308 0.0752
H -1.8507 -0.4184 0.2991
H -1.1084 -2.3971 -0.4898
H 3.0911 1.7715 -1.2829
H 0.6267 -4.5068 2.0933
H 1.4310 1.8647 -1.6680
H -3.6417 -0.5093 1.7849
H 1.9720 -0.9035 -0.6005
H 3.0012 3.9490 -0.0662
H 2.6300 0.7803 0.8409
H 1.5677 4.0695 -1.1331
H 1.0109 1.5046 0.8926
H -3.0962 -0.6188 -2.7905
H -2.6004 -0.0601 2.7989
H -0.4349 -3.4674 1.7296
H -4.1363 -1.0503 -1.7096
H 0.5404 -2.6892 -0.6923
H 1.2710 3.5338 0.4113
*
```

---

No. 3
A molecular structure, C10H30F3O14PV, computed with ωB97M-V with the def2-TZVPD basis set.

As for the highest occupied orbital energy: 2.19 eV. For the energy, the calculation gives -82648.848 eV. For the gap between HOMO and LUMO, the calculation gives 3.91 eV.

The geometry in ORCA input format:
```
! RIJCOSX wB97M-V def2-TZVPD def2/J DEFGRID3
* xyz -3 1
V 0.2457 -0.5279 -0.8858
P 1.9942 -1.9192 -2.6874
F 1.0716 1.2306 2.0506
F 2.7560 2.5670 1.7973
F 0.8113 3.4399 2.2967
O 3.4155 -1.7293 -2.1265
O 1.4533 -0.4309 -2.5933
O 4.4711 0.1638 0.5016
O 0.9476 -2.4759 -1.6371
O 1.8400 -2.2539 -4.1689
O -4.6378 -2.2028 0.5448
O -1.2857 -0.0607 -0.9931
O -3.4378 4.0176 -1.1623
O -2.7511 -1.3691 2.5821
O -1.4372 -2.7471 -2.7492
O 1.7111 3.7406 -0.4955
O 0.4776 -0.8564 0.6482
O 1.4379 1.5411 -0.6895
O 0.7629 -4.4105 0.1768
C -3.9387 -1.2123 -0.2074
C -2.0436 -4.0145 -2.8632
C 1.0511 2.5960 0.0383
C 3.8283 -0.8696 1.1947
C 1.4210 2.4255 1.5645
C 2.0426 6.0697 -0.7363
C 1.1305 4.9945 -0.2063
C -1.5609 -1.9703 3.1317
C -2.8594 3.0199 -0.3374
C 1.6578 -3.9911 1.2022
H 3.4735 -0.6797 2.2211
H -0.8307 -2.2406 2.3652
H -1.6170 -4.7298 -2.1485
H 1.5997 7.0574 -0.5671
H -2.6769 3.3045 0.7087
H -0.5109 -2.9161 -2.4525
H -3.0416 -1.6750 -0.6254
H 1.8552 -4.8477 1.8623
H -3.3875 2.0640 -0.2993
H 2.2825 5.9962 -1.7956
H -0.0397 2.7443 -0.0006
H -4.3820 4.0314 -0.9851
H -3.5251 -0.3847 0.3701
H 2.9793 6.0191 -0.1717
H 5.3924 0.2595 0.7317
H -2.6096 -0.4481 2.8023
H -1.8090 -2.8898 3.6688
H 0.9173 -3.7666 -0.5820
H 2.9264 -1.2495 0.7091
H 1.1203 -3.3267 1.8834
H -1.0992 -1.2322 3.7912
H 0.8721 5.1631 0.8426
H -4.5547 -0.9031 -1.0508
H 4.5374 -1.7095 1.2478
H -1.8663 2.8113 -0.7324
H -2.1530 -4.4503 -3.8609
H -3.0410 -3.8861 -2.4122
H 0.2090 5.0086 -0.8118
H -4.1532 -2.2799 1.3722
H 2.5568 -3.6088 0.7288
*
```

---

No. 4
A molecular structure, C23H43BrCl2HgN3O4Si, computed with ωB97M-V with the def2-TZVPD basis set.

As for the highest occupied orbital energy: -6.06 eV. For the energy, the calculation gives -144350.043 eV. For the gap between HOMO and LUMO, the calculation gives 8.44 eV.

The geometry in ORCA input format:
```
! RIJCOSX wB97M-V def2-TZVPD def2/J DEFGRID3
* xyz -1 1
Hg 3.1870 -0.2627 -4.5743
Br 3.9789 2.2272 -4.7132
Cl 3.2793 -2.0955 -2.8646
Cl -2.8493 0.1802 -2.8219
Si -0.6156 0.3386 -4.5582
O -2.9752 -2.9265 -3.9871
O 1.9071 -0.5571 -6.1270
O -2.7974 2.5313 0.3744
O 0.2837 2.7804 -1.1852
N -0.9439 4.1080 -2.6305
N -2.0486 1.2260 2.0855
N -1.4281 -3.9244 -2.6265
C 2.7839 -2.2447 -9.0666
C -0.2626 2.0384 -5.5913
C -0.3964 -3.8094 -1.5871
C -2.1329 -2.8383 -3.0746
C -1.5342 -5.0981 -3.4542
C -1.3883 -0.9296 -5.8516
C 3.3354 -2.9242 -6.6905
C 0.6402 -0.0943 -8.8827
C -1.8610 1.9458 0.9534
C 2.8375 -1.9285 -7.7551
C -0.9506 5.2681 -3.5154
C 0.1808 3.7688 -1.9298
C 0.2832 2.0913 -9.9360
C 1.7043 0.3873 -8.1401
C -0.9621 0.5861 2.8264
C -3.4025 1.1235 2.6080
C -0.1282 0.7483 -9.7495
C 2.5937 -0.4927 -7.2811
C 3.0853 -3.5898 -9.6490
C 0.6968 0.0718 -3.0802
C 2.1799 1.6436 -8.4580
C -2.1465 3.3055 -2.5389
C 1.4597 2.5197 -9.3030
H 2.5361 -1.4865 -9.8086
H 0.9797 -0.9684 -2.8107
H 3.5918 0.0704 -7.2402
H -3.7409 2.0980 2.9750
H 2.5189 -3.0902 -5.9191
H 0.2650 -1.0471 -8.5832
H 0.7333 2.4535 -5.3153
H -0.7497 4.9874 -4.5605
H -0.1696 5.9612 -3.1845
H -2.0222 -1.7698 -2.6382
H -0.2590 -4.8488 -1.1947
H -1.3657 -0.2152 3.4193
H 4.1470 -3.8679 -9.5382
H -1.9344 5.7532 -3.4733
H -2.5222 -5.2506 -3.8642
H -0.2254 0.1938 2.1044
H -0.4471 1.2993 3.4781
H -0.8112 -5.0396 -4.2744
H 3.5971 -3.8938 -7.2236
H -4.0783 0.8166 1.7982
H -1.2411 -5.9711 -2.8454
H 4.2465 -2.5065 -6.1353
H -1.0154 2.7849 -5.2734
H -0.3794 0.2899 -2.7142
H 2.8275 -3.5767 -10.7204
H -0.7274 -3.1361 -0.8100
H 2.4887 -4.3702 -9.1505
H 1.3903 0.9442 -2.8002
H -0.7750 2.0410 0.6304
H -3.3930 0.4001 3.4069
H -0.2760 2.7194 -10.6616
H 2.9457 2.0602 -7.8323
H -0.6558 -1.7211 -6.1438
H -1.7363 -0.3681 -6.7554
H -2.9354 3.7915 -3.1387
H -2.2521 -1.4118 -5.3869
H 1.0040 4.4893 -2.1207
H 1.7417 3.5860 -9.4661
H -2.4697 3.1977 -1.4842
H -0.3192 1.9294 -6.7027
H -1.9795 2.2810 -2.9298
H 0.5596 -3.4880 -2.0350
H -1.0524 0.3679 -10.1927
*
```